Record 1
{"formula": "C21H64O21S5", "method": "ωB97M-V/def2-TZVPD", "homo_energy_ha": -0.3599, "de_lowest_kcal_mol": 10.3, "gap_ev": 9.97, "species": ["C", "C", "O", "S", "C", "O", "O", "H", "H", "H", "H", "H", "H", "H", "H", "C", "C", "O", "S", "C", "O", "O", "H", "H", "H", "H", "H", "H", "H", "H", "C", "C", "O", "S", "C", "O", "O", "H", "H", "H", "H", "H", "H", "H", "H", "C", "C", "O", "S", "C", "O", "O", "H", "H", "H", "H", "H", "H", "H", "H", "C", "C", "O", "S", "C", "O", "O", "H", "H", "H", "H", "H", "H", "H", "H", "C", "O", "H", "H", "H", "H", "C", "O", "H", "H", "H", "H", "C", "O", "H", "H", "H", "H", "C", "O", "H", "H", "H", "H", "C", "O", "H", "H", "H", "H", "C", "O", "H", "H", "H", "H"], "coordinates": [[-0.11548, 2.57842, 1.78352], [-0.13577, 2.49138, 0.26818], [0.86182, 1.51568, -0.13296], [0.35571, 0.29811, -1.09265], [-0.63744, -0.72838, 0.01467], [-0.49574, 0.86980, -2.08951], [1.56236, -0.42347, -1.38682], [0.71301, 3.24253, 2.03515], [0.10899, 1.60791, 2.22532], [-1.07200, 2.96290, 2.13053], [-1.08384, 2.20606, -0.19435], [0.10971, 3.45531, -0.17236], [-1.24762, -0.06747, 0.62818], [-0.02795, -1.40783, 0.60268], [-1.30781, -1.32613, -0.60293], [-0.27597, -4.47708, -0.13509], [0.53668, -5.65953, -0.62580], [-0.08230, -6.86851, -0.20129], [0.49025, -8.27256, -0.79935], [1.21123, -8.93617, 0.72542], [-0.69410, -9.05706, -1.09490], [1.56084, -8.02075, -1.73973], [0.16811, -3.51405, -0.36763], [-0.38151, -4.56748, 0.95347], [-1.30798, -4.52219, -0.48625], [0.60986, -5.51915, -1.70921], [1.56262, -5.66720, -0.23972], [0.45975, -8.76226, 1.49335], [2.10369, -8.34936, 0.91248], [1.29120, -10.01044, 0.59364], [0.73578, 5.15225, -2.97510], [1.40174, 5.90310, -1.84290], [0.63616, 5.64228, -0.63969], [0.38756, 6.84866, 0.43513], [2.06236, 6.88571, 1.13114], [0.18667, 8.07413, -0.27112], [-0.53614, 6.29901, 1.39066], [-0.18593, 5.65728, -3.28922], [0.23358, 4.25311, -2.60571], [1.43152, 5.03413, -3.79901], [2.43594, 5.60053, -1.67057], [1.38654, 6.98548, -1.98818], [2.08123, 7.51148, 2.01896], [2.78205, 7.24933, 0.40061], [2.31589, 5.84636, 1.33990], [3.32519, 0.74438, 1.87775], [4.28479, -0.31268, 1.36177], [4.10966, -1.45256, 2.21683], [4.84675, -2.81352, 1.71954], [3.52629, -3.45853, 0.72907], [5.95186, -2.44089, 0.89220], [5.00489, -3.62389, 2.89990], [3.60074, 1.15938, 2.84457], [2.34301, 0.27013, 1.85517], [3.26370, 1.59264, 1.19407], [4.10498, -0.50495, 0.30275], [5.30105, 0.08570, 1.39302], [3.75323, -4.47991, 0.43229], [3.50915, -2.81197, -0.14912], [2.58159, -3.39147, 1.25854], [-2.39128, -3.19930, -7.10963], [-2.18149, -2.60772, -5.72428], [-1.03087, -3.26413, -5.18842], [-0.23896, -2.56902, -3.94257], [0.66034, -1.28871, -4.85447], [-1.25163, -1.97210, -3.09645], [0.70279, -3.53855, -3.47132], [-2.53232, -4.27513, -6.97641], [-1.55049, -3.02395, -7.77755], [-3.29048, -2.84672, -7.61507], [-1.99864, -1.53796, -5.86861], [-3.02972, -2.77486, -5.06398], [-0.06315, -0.48490, -4.96961], [1.06928, -1.65644, -5.78879], [1.47286, -0.97462, -4.20031], [-1.04613, -1.76238, 4.05341], [-0.34891, -2.99535, 4.11537], [-0.41893, -0.93589, 4.41295], [-1.28391, -1.54269, 3.01317], [-1.98523, -1.69424, 4.61016], [-0.35361, -3.26309, 5.03995], [-2.55885, 1.46509, 4.18890], [-3.82515, 0.81572, 4.16277], [-2.56580, 2.55095, 4.09598], [-1.99520, 1.24358, 5.10249], [-1.96009, 1.00189, 3.40602], [-4.30950, 1.10558, 4.94184], [-3.21385, 4.55501, 0.38033], [-4.61889, 4.62556, 0.24929], [-2.67852, 5.37765, -0.10573], [-2.91551, 4.63119, 1.43100], [-2.88247, 3.62031, -0.06551], [-4.97706, 5.33847, 0.78072], [-4.46038, -1.53640, 1.50523], [-3.40161, -0.61631, 1.78333], [-4.30411, -1.94136, 0.50995], [-4.42590, -2.36890, 2.21707], [-5.40506, -1.00715, 1.63876], [-3.61001, -0.13389, 2.59744], [-3.53513, 0.93696, -1.89517], [-3.70683, -0.26704, -2.62925], [-3.17716, 0.77631, -0.87648], [-2.83951, 1.54599, -2.47924], [-4.46124, 1.51029, -1.91281], [-2.84727, -0.62589, -2.88790], [4.21472, 5.13582, 3.45941], [3.50698, 4.12861, 2.71671], [3.57075, 5.52171, 4.25218], [5.13941, 4.70949, 3.85071], [4.46502, 5.97328, 2.81019], [3.16656, 3.55951, 3.41491]], "forces_ev_per_angstrom": [[0.2, 0.1, -0.5], [-0.2, -0.3, -0.2], [-0.2, -0.9, -0.8], [0.4, 0.0, 1.8], [-0.2, 0.5, -0.6], [0.3, -0.2, -0.3], [-0.3, 0.3, -0.4], [-0.2, 0.1, 0.4], [-0.3, -0.1, 0.0], [0.1, 0.1, 0.2], [-0.1, -0.1, 0.4], [0.2, -0.1, 0.0], [0.0, -0.1, 0.1], [0.3, 0.3, 0.1], [0.1, 0.1, -0.2], [-0.5, -0.8, 1.4], [0.7, 1.3, -0.7], [0.0, -0.9, -0.8], [-0.6, -0.3, 0.9], [-1.1, 0.6, -0.7], [1.5, 0.8, -0.1], [-1.2, -0.2, 0.5], [0.2, -0.1, -0.3], [0.2, 0.3, 0.0], [0.2, 0.1, -0.4], [-0.1, -0.8, 0.0], [-0.1, 0.3, 0.0], [0.1, 0.1, 0.0], [0.3, -0.4, 0.1], [0.6, 0.0, -0.1], [-1.2, 0.4, 0.4], [-0.3, 0.5, 0.2], [-0.6, 0.7, 0.8], [1.8, -1.3, -0.2], [-0.6, -0.4, -0.1], [-0.6, 0.0, 0.2], [0.5, 0.5, -0.7], [0.5, 0.6, -0.3], [1.0, -0.6, -0.1], [-0.2, -0.4, -0.1], [-0.1, -0.2, 0.0], [0.1, -0.1, -0.3], [-0.1, 0.0, 0.0], [-0.3, 0.2, -0.2], [-0.1, 0.0, 0.4], [-0.3, -0.1, -0.8], [0.3, 1.5, 0.1], [0.8, -0.8, -0.4], [-0.9, 0.2, 1.3], [0.3, 0.2, -0.5], [0.0, -0.3, 0.0], [0.0, 0.6, -0.9], [-0.1, -0.4, 0.2], [-0.2, 0.3, 0.5], [0.2, -0.1, -0.1], [-0.4, -0.4, 0.1], [0.1, -0.4, 0.3], [0.1, 0.0, 0.1], [-0.2, -0.1, -0.1], [0.1, -0.1, 0.2], [-0.4, -0.8, 0.3], [-0.2, 0.5, -1.0], [1.1, 0.0, 1.2], [-0.5, 0.0, -1.8], [-0.4, -0.1, 1.1], [1.0, -0.4, -0.2], [-0.7, 0.3, 0.1], [0.2, 0.0, -0.2], [0.1, 0.0, 0.2], [0.0, 0.3, 0.3], [0.0, 0.0, 0.5], [0.0, 0.1, 0.0], [0.2, 0.1, -0.2], [-0.2, -0.3, 0.0], [-0.1, 0.1, 0.1], [0.3, 0.8, -0.3], [-0.5, 0.1, 0.3], [0.1, -0.1, 0.0], [0.0, -0.2, 0.0], [0.0, -0.5, 0.1], [0.2, -0.2, -0.1], [0.9, -0.6, 0.3], [0.2, 0.6, 0.3], [-0.4, 0.0, -0.3], [-0.3, -0.1, 0.2], [-0.1, 0.3, -0.3], [-0.2, -0.1, -0.1], [0.2, 0.6, 0.4], [-0.2, -0.3, -0.3], [-0.2, 0.0, -0.2], [0.1, -0.4, 0.0], [-0.1, -0.1, 0.1], [0.2, 0.1, 0.0], [0.4, 0.3, 0.9], [0.3, 0.0, -0.2], [-0.2, 0.2, -0.1], [-0.1, 0.0, 0.0], [-0.2, -0.3, -0.4], [-0.3, -0.3, -0.2], [0.4, 0.3, -1.2], [-0.4, -0.4, 0.2], [-0.1, 0.0, 0.1], [0.2, 0.2, 0.5], [-0.2, -0.4, 0.3], [0.0, 0.2, 0.2], [-0.2, -0.2, -0.3], [0.1, 0.4, 0.4], [0.2, 0.0, 0.2], [0.0, 0.2, 0.2], [0.0, -0.2, -0.2], [-0.2, -0.3, -0.4]]}

Record 2
{"formula": "C21H74F3O19", "method": "ωB97M-V/def2-TZVPD", "homo_energy_ha": -0.2625, "de_lowest_kcal_mol": 0.0, "total_charge": -1, "gap_ev": 9.65, "species": ["C", "C", "O", "C", "O", "C", "F", "F", "F", "H", "H", "H", "H", "H", "H", "C", "O", "H", "H", "H", "H", "C", "O", "H", "H", "H", "H", "C", "O", "H", "H", "H", "H", "C", "O", "H", "H", "H", "H", "C", "O", "H", "H", "H", "H", "C", "O", "H", "H", "H", "H", "C", "O", "H", "H", "H", "H", "C", "O", "H", "H", "H", "H", "C", "O", "H", "H", "H", "H", "C", "O", "H", "H", "H", "H", "C", "O", "H", "H", "H", "H", "C", "O", "H", "H", "H", "H", "C", "O", "H", "H", "H", "H", "C", "O", "H", "H", "H", "H", "C", "O", "H", "H", "H", "H", "C", "O", "H", "H", "H", "H", "C", "O", "H", "H", "H", "H"], "coordinates": [[13.06192, -25.91161, 6.67072], [11.92058, -26.79448, 6.70223], [12.42518, -27.93751, 6.06289], [11.68812, -29.10938, 6.29412], [10.40734, -28.96499, 5.82513], [12.44250, -30.29474, 5.64353], [13.62696, -30.51402, 6.32464], [11.67455, -31.46663, 5.68971], [12.73232, -30.02747, 4.36125], [12.87039, -24.91415, 6.90189], [13.48976, -25.88984, 5.65317], [13.86172, -26.23604, 7.34074], [11.08813, -26.37946, 6.18551], [11.67120, -27.05345, 7.74616], [11.65760, -29.25157, 7.32979], [7.73661, -27.43530, 6.85982], [8.98593, -27.30785, 7.41774], [7.72154, -27.42717, 5.78904], [7.02507, -26.70041, 7.19484], [7.34767, -28.37000, 7.21502], [9.60199, -27.94903, 7.02185], [11.32519, -22.14840, 8.40328], [11.42492, -22.56668, 7.05970], [12.15932, -21.50101, 8.65745], [11.46284, -22.99314, 9.07059], [10.43099, -21.53593, 8.59796], [10.65319, -23.07162, 6.78211], [8.50127, -32.05251, 6.29043], [8.30357, -30.69912, 6.42620], [8.71438, -32.22601, 5.22060], [7.58220, -32.54654, 6.50541], [9.44191, -32.40713, 6.83143], [9.12427, -30.31314, 6.11723], [8.58827, -29.65855, 2.92803], [9.64237, -30.63292, 2.85553], [8.32896, -29.36463, 3.93173], [7.64987, -30.08204, 2.57705], [8.87679, -28.74848, 2.51683], [10.09807, -30.61053, 3.69309], [12.85138, -28.93053, 10.05281], [12.49047, -27.66141, 10.63565], [12.96460, -28.76548, 8.95739], [12.14327, -29.74292, 10.15685], [13.88554, -29.21343, 10.53636], [11.71068, -27.27912, 10.25732], [15.61756, -28.44483, 8.01204], [15.97794, -27.20228, 8.65318], [16.16509, -28.58063, 7.03823], [14.60539, -28.46931, 7.57320], [15.61231, -29.21084, 8.77077], [15.91582, -26.43443, 8.08319], [8.54305, -24.49826, 5.71071], [9.45371, -24.51854, 6.71607], [7.62347, -24.29756, 6.12491], [8.50747, -25.42522, 5.08269], [8.66783, -23.56678, 5.14227], [9.57429, -25.48449, 6.93527], [9.20858, -30.12685, 9.63536], [9.09559, -29.35407, 10.75679], [8.49839, -29.75919, 8.89900], [8.77390, -31.13186, 9.83598], [10.23478, -30.33710, 9.24030], [9.32219, -28.44619, 10.65677], [13.27462, -24.38159, 11.06155], [13.44342, -24.71443, 9.67870], [12.55755, -23.53709, 11.00995], [14.13441, -24.10629, 11.73577], [12.75843, -25.14569, 11.56953], [13.82481, -25.61569, 9.68899], [11.55131, -24.06838, 4.23174], [10.50409, -24.41499, 3.41585], [11.47475, -24.52598, 5.15020], [11.75893, -23.01693, 4.34969], [12.47950, -24.34695, 3.74615], [10.16981, -25.27226, 3.64932], [16.35498, -24.91520, 6.79926], [15.94224, -24.62857, 8.08803], [15.47235, -24.85104, 6.18574], [16.80605, -25.94313, 6.66730], [17.17755, -24.17598, 6.66562], [15.18795, -24.06210, 8.03188], [14.19777, -22.25822, 5.99865], [14.00697, -22.88922, 7.27005], [13.32044, -21.87123, 5.51733], [14.58460, -23.08598, 5.35581], [14.88089, -21.43730, 5.93930], [13.04775, -22.92913, 7.36432], [15.23442, -24.82283, 2.70750], [14.20470, -25.72331, 2.24627], [14.82455, -24.22306, 3.52805], [15.61660, -24.17815, 1.91925], [16.08733, -25.42202, 3.08575], [14.05356, -26.43484, 2.88727], [15.27221, -27.84895, 4.60371], [14.02130, -27.78687, 4.00517], [15.40479, -28.82567, 4.99937], [15.29482, -27.10032, 5.38620], [15.99500, -27.55972, 3.83823], [13.37181, -28.02240, 4.70310], [11.04148, -27.35005, 2.90853], [10.16028, -27.00010, 3.93274], [11.33564, -28.39682, 2.91522], [11.95984, -26.76826, 2.96810], [10.47216, -27.15310, 1.93943], [10.24906, -27.76275, 4.53375], [10.40527, -25.50062, 9.71640], [9.95386, -26.84893, 9.81296], [11.27486, -25.42011, 9.08465], [10.78394, -25.02122, 10.62457], [9.60347, -24.87043, 9.39264], [9.54440, -27.00905, 8.96945], [15.23465, -30.67534, 2.38087], [14.32040, -29.68827, 2.16109], [15.60488, -30.94913, 1.40587], [14.71993, -31.48402, 2.94903], [16.07485, -30.26405, 2.85480], [13.96868, -29.17343, 2.93598]], "forces_ev_per_angstrom": [[2.5, 0.6, -0.6], [0.1, -0.9, 1.0], [0.6, -1.6, -0.6], [-2.4, 0.2, -1.7], [0.7, -0.5, 0.0], [-0.3, -0.3, 0.8], [-1.2, -0.2, -0.9], [1.5, 1.8, -0.1], [-0.2, -0.9, 0.6], [-0.6, 1.6, 0.6], [-0.3, 0.0, 0.2], [-0.1, -0.1, 0.0], [-0.7, 0.0, -0.5], [-0.3, 0.0, -0.3], [0.3, -0.7, 2.1], [-1.5, -1.1, 0.2], [1.3, 1.7, 0.8], [0.3, -0.1, -0.8], [0.2, 0.8, 0.4], [-0.6, -0.8, -0.2], [0.2, -0.8, -0.9], [-0.3, 0.5, 0.4], [0.3, 0.8, -0.1], [0.3, 0.2, -0.4], [-0.6, -0.2, 0.3], [0.0, -0.6, 0.0], [-0.3, -0.6, 0.3], [1.9, -0.7, -1.2], [-0.6, 0.9, 0.7], [0.0, -0.5, 0.1], [-0.4, -0.7, 0.7], [-1.4, 0.0, -0.2], [0.6, 1.2, -0.1], [-0.3, -1.6, 1.2], [-0.8, 0.3, -0.2], [0.2, -0.3, 0.9], [0.2, 0.0, -0.7], [0.3, 1.4, -1.5], [0.3, 0.1, 0.4], [1.8, 1.1, -0.1], [1.5, -1.0, 0.8], [0.3, -0.4, 0.6], [-0.3, 0.0, 0.6], [-2.1, 0.5, -1.1], [-1.1, -0.4, -0.6], [-0.4, 1.6, -1.6], [-0.4, -1.8, 0.3], [0.5, -0.5, 1.4], [-0.2, 0.5, 0.6], [0.7, -0.4, -0.1], [-0.3, 0.0, 0.2], [-0.5, 0.6, -2.7], [2.2, -1.8, 1.8], [-2.8, -0.2, 1.0], [0.2, 1.0, 0.3], [0.5, -0.6, -0.6], [-0.1, 1.2, 0.3], [-0.8, -1.4, -1.2], [-0.1, -0.9, 2.3], [0.5, 0.1, -0.9], [0.4, 0.4, 0.3], [-0.6, 0.6, 0.1], [0.5, 1.1, -0.6], [-0.6, 1.7, -0.3], [1.1, -0.7, 1.1], [0.6, -0.1, 0.4], [-0.2, -0.2, -1.4], [-0.6, -1.3, 0.6], [-0.1, 0.4, -0.3], [1.7, 0.3, -1.7], [-1.1, 1.7, -1.4], [0.0, -0.8, 2.2], [-1.0, 0.8, 0.1], [0.6, -0.7, 0.0], [-0.1, -0.8, 0.4], [1.6, 0.4, -0.3], [0.8, -1.3, 1.7], [0.2, 0.3, -1.1], [-0.4, 0.9, 0.4], [-0.5, -0.5, -1.3], [-1.2, 0.8, 0.0], [0.6, -2.1, -0.9], [0.5, 1.3, -0.4], [-0.9, -0.1, 0.2], [-0.1, 0.9, -0.1], [0.9, 0.4, 0.8], [-0.2, -0.2, 0.0], [-0.5, -1.6, 0.7], [0.7, 1.1, -0.7], [0.3, 0.2, -0.1], [-0.4, -0.1, -0.2], [-0.2, 0.5, 0.0], [0.2, 0.1, 0.1], [0.3, 1.1, -0.4], [-1.2, 0.0, -0.4], [0.7, -0.9, 0.4], [0.4, 0.0, 0.4], [0.2, -0.4, 0.2], [-0.1, 0.7, -0.3], [-0.3, 0.5, -2.4], [-0.3, -0.5, 0.8], [-0.2, -0.2, 0.1], [-0.1, 0.2, -0.3], [1.2, -0.2, 0.9], [-0.4, -0.1, 1.0], [0.2, 0.5, 0.4], [0.9, 0.8, 1.7], [0.1, 0.1, -0.7], [-0.4, -0.9, 0.5], [-0.5, 0.4, -0.5], [-0.8, -0.5, -1.2], [-1.2, -0.7, 0.3], [-2.0, 2.1, -0.7], [-0.1, -0.8, -0.4], [1.0, -0.1, -0.3], [1.5, 0.1, 1.4], [1.1, -0.8, -0.8]]}